Molecular formula: C39H73ClF3N2O12PS
Method: DFT, wB97M-V/def2-TZVPD

Properties
Energy in Ha: -4041.1774
SMILES: C=C[C@](CCCCOC=O)(O[C@@](N)(S)C(F)(F)F)[C@@](CCCNCc1ccccc1O)(CCC(C)C)O[C@H](Cl)[PH2]=O.COCCOC.COCCOC.COCCOC
Orbital gap in eV: 8.2
Highest occupied orbital energy in eV: -7.936

Each line ends with the Löwdin charge.
Cartesian coordinates (Å):
C  0.56  0.79  4.09  0.0353
C  -0.05  -0.07  3.22  -0.1004
C  0.48  -0.48  1.79  -0.3130
C  -0.89  -0.57  0.95  -0.0821
C  -0.83  -1.43  -0.36  -0.1538
C  -1.46  -0.69  -1.65  -0.1387
C  -2.55  -1.61  -2.32  -0.1888
O  -1.99  -2.88  -2.76  -0.0409
C  -2.11  -3.05  -4.12  -0.3369
O  -1.88  -4.10  -4.65  0.0793
O  1.08  -1.76  1.67  -0.0833
C  0.92  -2.80  2.56  -0.6481
N  1.65  -3.93  1.91  0.0638
S  1.81  -2.69  4.23  0.8628
C  -0.50  -3.40  2.92  -0.4976
F  -1.36  -3.57  1.89  0.1423
F  -1.13  -2.81  4.01  0.0791
F  -0.27  -4.69  3.39  0.0522
C  1.42  0.66  1.15  -0.3074
C  1.93  0.27  -0.32  -0.0841
C  2.95  1.35  -0.91  -0.1334
C  4.37  0.77  -1.29  -0.2079
N  5.43  1.57  -0.65  -0.0681
C  6.56  1.85  -1.58  -0.1769
C  7.42  0.53  -1.63  -0.1323
C  8.16  0.21  -0.40  -0.0371
C  8.94  -1.02  -0.37  -0.0844
C  8.94  -1.85  -1.57  -0.0953
C  8.24  -1.52  -2.79  -0.0136
C  7.44  -0.28  -2.83  -0.2475
O  6.77  0.03  -4.00  0.0088
C  0.67  2.07  1.11  -0.0837
C  -0.01  2.44  -0.26  -0.1847
C  -1.17  3.53  -0.15  -0.3738
C  -2.35  3.12  0.79  -0.0935
C  -1.78  3.65  -1.63  -0.0785
O  2.62  0.99  1.86  -0.2091
C  3.40  0.11  2.58  -0.7660
Cl  4.80  1.14  3.22  0.5961
P  4.28  -1.35  1.77  0.7240
O  5.60  -0.96  1.15  -0.4770
H  0.48  0.65  5.19  0.0835
H  1.21  1.64  3.74  0.0868
H  -1.07  -0.41  3.54  0.1178
H  -1.60  -1.11  1.65  0.1115
H  -1.36  0.43  0.78  0.0928
H  0.19  -1.74  -0.69  0.1094
H  -1.42  -2.39  -0.31  0.1032
H  -2.03  0.18  -1.23  0.0970
H  -0.65  -0.40  -2.36  0.1153
H  -3.37  -1.89  -1.59  0.1339
H  -3.08  -1.07  -3.16  0.1096
H  -2.40  -2.19  -4.80  0.1542
H  2.12  -4.51  2.61  0.0541
H  1.04  -4.46  1.30  0.0982
H  3.06  -3.22  4.05  -0.1041
H  2.47  -0.71  -0.34  0.0894
H  1.10  0.19  -1.06  0.0859
H  2.51  1.71  -1.88  0.1088
H  3.01  2.27  -0.27  0.1098
H  4.45  -0.33  -1.10  0.1043
H  4.52  0.89  -2.41  0.0979
H  5.10  2.49  -0.37  0.0961
H  7.18  2.69  -1.15  0.1237
H  6.22  2.19  -2.59  0.1085
H  8.10  0.88  0.49  0.1159
H  9.47  -1.29  0.57  0.0930
H  9.51  -2.81  -1.53  0.0923
H  8.23  -2.15  -3.70  0.1054
H  5.92  0.46  -3.82  0.0722
H  -0.11  2.17  1.90  0.0915
H  1.40  2.90  1.31  0.1404
H  0.77  2.91  -0.92  0.1116
H  -0.43  1.59  -0.85  0.0801
H  -0.67  4.50  0.13  0.1345
H  -2.76  2.10  0.59  0.0673
H  -1.97  3.19  1.85  0.0760
H  -3.15  3.91  0.72  0.0855
H  -2.61  2.88  -1.66  0.0703
H  -1.03  3.31  -2.39  0.0760
H  -2.20  4.66  -1.84  0.0728
H  2.94  -0.25  3.54  0.0318
H  4.64  -2.21  2.87  0.0123
H  3.46  -2.15  0.93  0.0160
C  -1.73  6.40  -5.12  -0.1084
O  -2.85  5.98  -4.35  -0.2084
C  -4.04  6.70  -4.67  -0.1973
C  -4.90  5.96  -5.70  -0.1994
O  -4.24  5.81  -6.95  -0.1907
C  -3.58  4.56  -7.08  -0.1107
H  -0.99  5.59  -5.10  0.0894
H  -1.99  6.61  -6.16  0.0831
H  -1.29  7.29  -4.67  0.0892
H  -3.79  7.71  -5.02  0.1268
H  -4.61  6.79  -3.75  0.1240
H  -5.79  6.56  -5.88  0.1253
H  -5.22  4.99  -5.31  0.1184
H  -4.30  3.80  -7.39  0.0872
H  -3.10  4.24  -6.15  0.0811
H  -2.82  4.65  -7.84  0.0909
C  -6.12  0.53  -0.93  -0.1023
O  -5.51  0.04  -2.12  -0.2177
C  -6.38  -0.76  -2.90  -0.1970
C  -7.08  0.04  -4.00  -0.1970
O  -7.91  1.06  -3.47  -0.1893
C  -7.27  2.32  -3.40  -0.1105
H  -5.55  1.40  -0.59  0.0848
H  -7.15  0.82  -1.08  0.0851
H  -6.07  -0.24  -0.15  0.0902
H  -7.11  -1.27  -2.26  0.1291
H  -5.77  -1.53  -3.38  0.1188
H  -7.72  -0.64  -4.56  0.1268
H  -6.35  0.47  -4.69  0.1259
H  -7.32  2.82  -4.37  0.0852
H  -6.23  2.25  -3.09  0.0797
H  -7.80  2.93  -2.66  0.0918
C  0.48  -5.42  6.28  -0.1271
O  1.22  -4.92  7.38  -0.1985
C  0.42  -4.70  8.53  -0.1991
C  0.46  -5.88  9.49  -0.2010
O  -0.08  -7.07  8.91  -0.1930
C  0.91  -7.91  8.35  -0.1126
H  1.18  -5.90  5.59  0.0904
H  -0.27  -6.15  6.58  0.0886
H  -0.01  -4.60  5.76  0.0496
H  -0.61  -4.46  8.25  0.1272
H  0.83  -3.83  9.05  0.1241
H  -0.17  -5.64  10.36  0.1240
H  1.48  -6.07  9.86  0.1255
H  1.37  -8.52  9.13  0.0876
H  1.70  -7.34  7.84  0.0821
H  0.43  -8.56  7.62  0.0900


Molecular formula: C39H73F2N9O9
Method: DFT, wB97M-V/def2-TZVPD

Properties
Energy in Ha: -2899.6719
SMILES: Fc1ccccc1.Fc1ccccc1.CNC(C)=O.CNC(C)=O.CNC(C)=O.CNC(C)=O.CNC(C)=O.CNC(C)=O.CNC(C)=O.CNC(C)=O.CNC(C)=O
Orbital gap in eV: 8.6
Highest occupied orbital energy in eV: -8.317

Each line ends with the Löwdin charge.
Cartesian coordinates (Å):
F  1.04  -8.13  -1.61  0.0432
C  0.65  -6.84  -1.76  -0.2505
C  0.59  -6.00  -0.66  -0.0172
C  0.11  -4.73  -0.81  -0.0869
C  -0.22  -4.26  -2.06  -0.1058
C  -0.12  -5.10  -3.13  -0.1292
C  0.34  -6.37  -3.06  -0.0189
H  0.66  -6.45  0.32  0.1222
H  0.09  -3.98  0.00  0.1059
H  -0.55  -3.23  -2.21  0.1005
H  -0.49  -4.74  -4.09  0.1112
H  0.51  -7.03  -3.95  0.1329
F  1.19  -1.82  -4.22  0.0647
C  1.46  -0.98  -5.21  -0.3215
C  2.44  -0.04  -5.08  -0.0295
C  2.74  0.85  -6.11  -0.0740
C  2.05  0.77  -7.32  -0.0946
C  1.05  -0.18  -7.43  -0.0980
C  0.77  -1.10  -6.44  -0.0061
H  3.03  0.02  -4.15  0.1152
H  3.49  1.62  -5.91  0.1107
H  2.24  1.47  -8.13  0.1042
H  0.52  -0.24  -8.37  0.1023
H  0.00  -1.85  -6.62  0.1164
C  -2.86  4.13  -2.47  -0.0555
N  -2.52  2.92  -3.21  0.0401
C  -1.32  2.31  -3.16  -0.5285
C  -1.13  1.10  -4.02  0.0114
O  -0.40  2.73  -2.45  -0.0027
H  -2.52  4.10  -1.45  0.0594
H  -3.94  4.29  -2.42  0.0894
H  -2.43  5.01  -2.89  0.0743
H  -3.19  2.57  -3.86  0.1298
H  -0.76  0.21  -3.49  0.0792
H  -0.37  1.34  -4.78  0.0955
H  -2.08  0.75  -4.43  0.0889
C  3.28  0.34  2.68  -0.0570
N  3.85  -0.92  2.19  0.0474
C  3.43  -2.14  2.53  -0.5276
C  2.28  -2.34  3.54  0.0108
O  3.92  -3.18  2.02  -0.0333
H  4.02  1.00  3.15  0.0916
H  2.65  0.14  3.54  0.0439
H  2.77  0.94  1.94  0.0530
H  4.34  -0.88  1.28  0.1223
H  1.32  -2.27  3.03  0.0626
H  2.33  -1.61  4.33  0.0410
H  2.44  -3.36  3.89  0.0786
C  7.60  -1.28  -1.49  -0.0640
N  6.56  -2.31  -1.60  0.0068
C  5.26  -2.07  -1.36  -0.5349
C  4.31  -3.23  -1.56  0.0139
O  4.89  -0.96  -0.97  0.0086
H  7.53  -0.57  -2.31  0.0794
H  8.60  -1.76  -1.60  0.0886
H  7.54  -0.80  -0.50  0.0905
H  6.81  -3.19  -2.00  0.1241
H  3.82  -3.47  -0.62  0.0666
H  4.80  -4.16  -1.86  0.0839
H  3.55  -2.88  -2.22  0.0654
C  0.51  2.25  4.45  -0.0740
N  0.09  1.81  5.76  0.0042
C  0.65  0.74  6.42  -0.5284
C  0.01  0.48  7.78  -0.0002
O  1.48  0.00  5.90  0.0318
H  1.54  2.38  4.18  0.0758
H  0.00  3.17  4.20  0.0656
H  0.15  1.44  3.77  0.0893
H  -0.63  2.32  6.22  0.1239
H  0.15  -0.57  7.94  0.0713
H  -0.99  0.90  7.97  0.0824
H  0.77  0.94  8.42  0.0853
C  -2.58  -0.22  3.78  -0.0608
N  -2.21  -1.37  3.03  0.0245
C  -2.86  -2.52  3.14  -0.5634
C  -2.29  -3.73  2.31  0.0163
O  -3.86  -2.69  3.81  0.0186
H  -2.40  0.73  3.28  0.0658
H  -2.07  -0.20  4.75  0.0810
H  -3.65  -0.26  4.00  0.0823
H  -1.45  -1.36  2.36  0.0775
H  -1.40  -3.52  1.75  0.0374
H  -3.09  -4.14  1.70  0.0727
H  -2.00  -4.47  3.06  0.0798
C  -4.42  3.28  0.98  -0.0279
N  -3.56  4.56  1.11  0.0202
C  -2.34  4.50  1.79  -0.5189
C  -1.61  5.85  1.83  0.0107
O  -1.84  3.50  2.30  0.0051
H  -5.43  3.45  1.37  0.0776
H  -3.95  2.51  1.54  0.0568
H  -4.37  2.95  -0.08  0.0523
H  -3.86  5.45  0.75  0.1149
H  -1.26  6.02  2.83  0.0804
H  -2.40  6.56  1.54  0.0725
H  -0.82  5.78  1.10  0.0630
C  3.76  2.22  -1.69  -0.0580
N  2.52  2.78  -1.20  0.0163
C  2.33  3.10  0.09  -0.5790
C  0.91  3.32  0.54  0.0034
O  3.22  3.04  0.91  0.0398
H  4.65  2.84  -1.64  0.0843
H  3.65  1.78  -2.68  0.0676
H  3.90  1.42  -0.92  0.0725
H  1.74  2.94  -1.81  0.0882
H  0.81  4.26  1.13  0.0814
H  0.78  2.57  1.31  0.0672
H  0.16  3.29  -0.29  0.0712
C  -7.55  1.11  0.57  -0.0709
N  -6.81  -0.12  0.51  0.0099
C  -5.66  -0.18  -0.19  -0.5467
C  -4.94  -1.48  -0.15  0.0203
O  -5.29  0.85  -0.75  0.0027
H  -8.20  1.20  -0.32  0.0947
H  -6.86  1.92  0.59  0.0405
H  -8.22  1.16  1.44  0.0932
H  -7.27  -0.91  0.93  0.1365
H  -5.60  -2.33  0.04  0.0886
H  -4.09  -1.40  0.49  0.0660
H  -4.61  -1.59  -1.18  0.0882
C  -1.51  0.90  0.26  -0.0613
N  -0.43  0.33  -0.51  0.0370
C  0.40  -0.55  0.04  -0.5077
C  1.69  -0.97  -0.63  0.0287
O  0.13  -0.95  1.19  -0.0088
H  -2.13  1.51  -0.42  0.0870
H  -1.18  1.49  1.15  0.0696
H  -2.11  0.07  0.63  0.0663
H  -0.16  0.74  -1.40  0.0990
H  2.17  -1.82  -0.16  0.0698
H  2.25  -0.03  -0.68  0.0705
H  1.56  -1.22  -1.69  0.0664


Molecular formula: C39H74Br20GaSi
Method: DFT, wB97M-V/def2-TZVPD

Properties
Energy in Ha: -55224.7845
Charge: -1
Orbital gap in eV: 4.8
Highest occupied orbital energy in eV: -3.626

Each line ends with the Löwdin charge.
Cartesian coordinates (Å):
C  -6.53  -1.85  0.23  -0.2498
C  -6.56  -2.60  -0.94  -0.3966
C  -5.44  -2.68  -1.99  -0.2934
Ga  -3.79  -3.82  -1.36  0.3255
C  -2.21  -3.23  -2.56  -0.3402
C  -0.84  -3.91  -2.22  -0.3260
C  -0.23  -3.46  -0.83  -0.2100
C  1.32  -3.13  -1.03  -0.1951
C  1.50  -1.54  -1.00  -0.2034
C  2.97  -1.20  -0.51  -0.2213
C  3.74  -0.15  -1.42  -0.2636
C  3.39  1.34  -0.96  -0.2642
Si  1.84  2.10  -1.76  0.5927
C  1.97  4.03  -1.59  -0.2061
C  0.21  1.63  -0.89  -0.1902
C  1.74  1.80  -3.66  -0.2530
C  2.99  2.03  -4.40  -0.0964
C  2.96  1.87  -5.83  -0.1111
C  1.75  1.51  -6.55  -0.1137
C  0.55  1.26  -5.80  -0.1030
C  0.52  1.41  -4.35  -0.0854
H  -6.36  -0.75  0.13  0.0034
H  -6.71  -2.26  1.25  -0.0082
H  -7.52  -3.18  -1.19  -0.0318
H  -5.03  -1.64  -2.17  0.0538
H  -5.80  -3.17  -2.92  0.0316
H  -3.49  -3.66  0.22  -0.0891
H  -4.15  -5.38  -1.65  -0.1009
H  -2.19  -2.11  -2.55  0.0365
H  -2.49  -3.53  -3.61  0.0203
H  -0.86  -5.03  -2.31  0.1015
H  -0.11  -3.56  -3.00  0.0332
H  -0.31  -4.32  -0.12  0.1006
H  -0.77  -2.60  -0.36  0.0937
H  1.73  -3.51  -1.99  0.0887
H  1.91  -3.52  -0.16  0.0925
H  0.79  -1.13  -0.23  0.0938
H  1.23  -1.07  -1.98  0.0888
H  3.55  -2.16  -0.40  0.0849
H  2.89  -0.71  0.50  0.0372
H  3.55  -0.29  -2.51  0.0684
H  4.85  -0.28  -1.28  -0.0006
H  4.29  1.99  -1.12  0.0747
H  3.23  1.33  0.16  0.0386
H  1.20  4.43  -0.90  0.0079
H  3.01  4.34  -1.36  0.0264
H  1.74  4.48  -2.60  0.0240
H  0.34  1.59  0.22  0.0419
H  -0.25  0.70  -1.30  0.0198
H  -0.53  2.46  -1.08  0.0385
H  3.90  2.33  -3.84  0.0996
H  3.90  2.05  -6.39  0.0921
H  1.77  1.43  -7.65  0.0934
H  -0.38  0.99  -6.36  0.1012
H  -0.39  1.24  -3.75  0.0974
Br  6.67  -1.44  0.07  0.7189
C  6.95  -1.15  1.98  -0.8064
C  5.67  -1.39  2.78  -0.8406
Br  4.46  0.13  2.59  0.6915
H  7.33  -0.13  2.09  0.0302
H  7.73  -1.84  2.25  -0.0761
H  5.89  -1.45  3.84  0.0379
H  5.13  -2.26  2.48  -0.0348
Br  -8.22  1.84  0.67  0.6307
C  -8.32  1.52  2.59  -0.6737
C  -6.97  1.72  3.25  -0.6882
Br  -5.80  0.20  2.93  0.6912
H  -8.72  0.52  2.73  0.0580
H  -9.04  2.25  2.96  0.0366
H  -7.08  1.78  4.33  0.0528
H  -6.45  2.61  2.90  0.0470
Br  2.29  -1.87  -5.00  0.6857
C  2.48  -3.75  -5.48  -0.6894
C  1.51  -4.16  -6.56  -0.6991
Br  -0.28  -4.40  -5.83  0.6616
H  2.37  -4.31  -4.56  0.0455
H  3.51  -3.84  -5.84  0.0510
H  1.78  -5.13  -6.97  0.0512
H  1.42  -3.44  -7.37  0.0463
Br  -3.68  -4.49  5.63  0.5609
C  -3.51  -3.72  3.84  -0.6892
C  -4.85  -3.29  3.30  -0.7424
Br  -5.90  -4.81  2.69  0.6054
H  -3.02  -4.47  3.22  0.0505
H  -2.85  -2.87  3.95  0.0568
H  -4.72  -2.66  2.41  0.0134
H  -5.46  -2.76  4.03  0.0270
Br  1.73  7.50  0.13  0.6097
C  1.93  8.30  -1.63  -0.6949
C  0.61  8.77  -2.18  -0.7025
Br  -0.45  7.27  -2.84  0.6079
H  2.42  7.56  -2.27  0.0497
H  2.60  9.15  -1.49  0.0537
H  0.75  9.41  -3.04  0.0540
H  0.00  9.28  -1.44  0.0476
Br  6.87  3.20  2.42  0.6064
C  6.81  2.87  4.33  -0.6925
C  8.17  3.00  4.96  -0.7096
Br  9.27  1.44  4.59  0.6064
H  6.37  1.88  4.47  0.0248
H  6.13  3.62  4.73  0.0625
H  8.10  3.05  6.04  0.0276
H  8.73  3.87  4.60  0.0390
Br  -11.14  4.19  1.22  0.5932
C  -9.88  5.32  0.25  -0.7012
C  -10.56  6.06  -0.87  -0.7022
Br  -10.89  4.90  -2.40  0.6022
H  -9.07  4.67  -0.09  0.0126
H  -9.50  6.01  0.99  0.0581
H  -9.92  6.85  -1.25  0.0554
H  -11.52  6.48  -0.58  0.0467
Br  -10.48  -5.00  -2.71  0.5947
C  -11.48  -3.61  -1.79  -0.7066
C  -10.76  -2.28  -1.85  -0.6582
Br  -9.25  -2.21  -0.60  0.8230
H  -11.64  -3.95  -0.77  0.0456
H  -12.43  -3.55  -2.30  0.0471
H  -11.42  -1.47  -1.55  0.0489
H  -10.36  -2.06  -2.84  0.0513
Br  9.82  3.78  10.84  0.6055
C  9.55  2.76  9.20  -0.7013
C  10.65  3.03  8.20  -0.6871
Br  10.41  4.75  7.32  0.6232
H  8.57  3.02  8.82  0.0459
H  9.56  1.72  9.50  0.0596
H  10.63  2.29  7.39  0.0301
H  11.65  3.04  8.65  0.0514
Br  6.81  -3.57  2.78  0.9577
C  6.96  -5.48  2.39  -0.6037
C  5.92  -5.91  1.39  -0.6855
Br  4.17  -6.08  2.23  0.6226
H  6.89  -6.00  3.34  0.0510
H  7.96  -5.61  1.99  0.0611
H  6.15  -6.90  1.01  0.0571
H  5.81  -5.22  0.56  0.0523